No. 1
Here is C42H35N3O4PTi as an isolated structure from the Open Molecules 2025 dataset. Energies are from the ωB97M-V functional and the def2-TZVPD basis.

XYZ file:
```
86
Properties=species:S:1:pos:R:3:mulliken_charge:R:1
Ti -0.004 1.409 0.538 -0.3012
C 3.119 0.165 2.317 -1.2469
C 3.742 0.322 0.959 1.6282
C 4.909 -0.367 0.641 -1.0562
C 5.527 -0.200 -0.585 -0.9116
C 4.972 0.655 -1.523 -0.9598
C 3.803 1.350 -1.244 1.7329
C 3.216 2.298 -2.252 -1.5436
C 3.193 1.177 0.004 -0.9104
N 2.031 1.961 0.298 1.2497
C 2.365 3.224 0.698 -0.4456
O 3.477 3.661 0.944 -0.6880
C 1.175 4.153 0.725 0.5153
C 1.239 5.529 0.839 -0.8289
C 0.067 6.250 0.641 -0.3461
C -1.115 5.598 0.302 -0.6863
C -1.088 4.220 0.226 0.2751
N 0.026 3.547 0.469 0.8781
C -2.215 3.334 -0.232 -0.3425
O -3.289 3.818 -0.538 -0.6794
N -1.832 2.019 -0.300 1.1277
C -2.862 1.165 -0.802 -0.4551
C -2.744 0.687 -2.109 1.1441
C -1.495 0.957 -2.902 -1.5893
C -3.803 -0.014 -2.669 -0.7510
C -4.953 -0.254 -1.935 -1.1058
C -5.031 0.167 -0.618 -0.9265
C -3.991 0.877 -0.028 1.7141
C -4.100 1.350 1.394 -1.7193
H 3.848 -0.227 3.025 0.5083
H 2.277 -0.535 2.289 0.0077
H 2.738 1.112 2.697 0.1893
H 5.347 -1.026 1.382 0.3937
H 6.443 -0.734 -0.810 0.4592
H 5.455 0.797 -2.484 0.3895
H 3.773 2.258 -3.188 0.4526
H 3.246 3.327 -1.886 0.2601
H 2.169 2.064 -2.463 0.1180
H 2.189 5.998 1.050 0.5838
H 0.081 7.330 0.717 0.4548
H -2.033 6.124 0.083 0.5689
H -1.325 2.028 -3.030 0.3597
H -1.554 0.492 -3.886 0.4502
H -0.609 0.549 -2.399 0.2484
H -3.723 -0.369 -3.690 0.3788
H -5.781 -0.788 -2.385 0.4311
H -5.920 -0.043 -0.034 0.3957
H -4.927 0.852 1.900 0.4564
H -4.280 2.426 1.424 0.3517
H -3.188 1.155 1.963 0.2251
O -1.204 0.767 4.206 -0.6686
C -0.697 0.226 3.257 -0.2711
O -0.047 0.884 2.317 -0.7899
C -0.709 -1.276 3.113 0.5172
C -1.002 -1.970 4.286 -0.6569
C -1.095 -3.348 4.298 -0.8225
C -0.929 -4.054 3.116 -0.8827
C -0.655 -3.374 1.944 -0.6091
C -0.509 -1.984 1.919 0.2257
P -0.163 -1.236 0.272 2.2501
C -1.402 -2.146 -0.728 0.8109
C -1.093 -2.744 -1.945 -0.3924
C -2.054 -3.481 -2.625 -0.6505
C -3.324 -3.634 -2.092 -0.7922
C -3.641 -3.026 -0.886 -0.8475
C -2.692 -2.279 -0.212 -0.4866
C 1.413 -1.982 -0.270 1.0753
C 2.061 -3.027 0.380 -0.7489
C 3.191 -3.605 -0.180 -0.7807
C 3.683 -3.148 -1.392 -0.8281
C 3.069 -2.078 -2.026 -0.6942
C 1.954 -1.487 -1.457 -0.2286
H -1.168 -1.392 5.184 0.5294
H -1.316 -3.868 5.220 0.4293
H -1.024 -5.132 3.102 0.4514
H -0.561 -3.932 1.020 0.6606
H -0.096 -2.671 -2.356 0.3570
H -1.800 -3.950 -3.567 0.4381
H -4.067 -4.219 -2.617 0.4033
H -4.636 -3.125 -0.470 0.4646
H -2.954 -1.810 0.729 0.4783
H 1.691 -3.399 1.325 0.3986
H 3.687 -4.417 0.337 0.4166
H 4.562 -3.604 -1.829 0.4130
H 3.470 -1.689 -2.952 0.4269
H 1.492 -0.637 -1.951 -0.0509
```

Results
calculated total energy: -3277.75666 a.u.
2S+1: 2
ΔE to the lowest compared entry with this formula, charge and spin: 0.000 eV
total charge: 0
HOMO-LUMO gap (alpha / beta): 7.84 / 8.16 eV

***

No. 2
Here is C42H36Cl2IN2O7PPr as an isolated structure from the Open Molecules 2025 dataset. Energies are from the ωB97M-V functional and the def2-TZVPD basis.

XYZ file:
```
92
Properties=species:S:1:pos:R:3:mulliken_charge:R:1
Pr 1.029 -0.405 -0.805 1.1524
C 3.602 1.218 -4.207 -0.8901
C 3.669 2.001 -2.932 0.7387
N 3.958 3.278 -2.991 -0.7109
C 4.109 3.981 -1.851 -1.2745
C 4.061 3.423 -0.603 0.7598
C 4.360 4.288 0.593 -1.0249
O 3.358 4.275 1.601 -0.4996
C 3.744 2.044 -0.494 0.2848
C 3.777 1.379 0.777 0.2483
N 3.462 0.138 0.944 0.2850
C 3.626 -0.494 2.175 0.6401
C 4.152 0.074 3.345 -0.7494
C 4.231 -0.639 4.526 -0.8183
C 3.802 -1.957 4.587 -0.6427
C 3.337 -2.570 3.434 -0.6225
C 3.276 -1.846 2.260 0.2275
I 2.761 -2.857 0.462 0.2089
C 3.452 1.307 -1.681 0.6038
O 3.096 0.078 -1.659 -1.1013
H 4.080 1.780 -5.007 0.4268
H 2.574 1.004 -4.496 -0.1082
H 4.090 0.251 -4.074 0.3097
H 4.319 5.039 -1.979 0.3201
H 4.533 5.311 0.242 0.3681
H 5.280 3.958 1.085 0.4019
H 2.492 4.354 1.181 0.3046
H 4.108 1.986 1.619 0.2410
H 4.505 1.096 3.330 0.5105
H 4.636 -0.156 5.407 0.3845
H 3.848 -2.512 5.516 0.3824
H 3.040 -3.610 3.444 0.4460
C -2.139 0.377 -3.828 -1.7737
C -0.794 1.018 -3.499 2.1554
C -0.634 2.375 -4.161 -2.0303
O -0.645 1.150 -2.068 0.5250
C 0.319 0.042 -4.003 -0.3720
O 0.494 -0.001 -5.216 -0.7667
O 0.915 -0.606 -3.092 -0.6361
H -2.972 1.022 -3.532 0.3213
H -2.230 -0.586 -3.319 0.1951
H -2.184 0.209 -4.903 0.4737
H -1.501 3.014 -3.961 0.5116
H -0.539 2.233 -5.235 0.4190
H 0.272 2.867 -3.799 0.3117
H -1.068 1.968 -1.793 0.0123
C -3.247 -3.180 4.971 -0.5527
C -2.000 -3.458 4.432 -0.5761
C -1.603 -2.844 3.253 -0.7218
C -2.443 -1.950 2.589 0.6188
C -3.697 -1.684 3.139 -0.2321
C -4.095 -2.296 4.319 -0.8316
P -1.759 -1.194 1.049 1.5849
C -2.715 0.376 1.018 0.7305
C -3.204 0.863 -0.196 -0.9136
C -3.807 2.110 -0.271 -0.4954
C -3.949 2.888 0.868 -0.6828
C -3.495 2.406 2.086 -0.7051
C -2.882 1.165 2.159 -0.9316
C -2.675 -2.117 -0.241 -0.3446
C -4.037 -2.286 -0.220 0.0637
C -4.677 -3.040 -1.218 -0.9760
C -3.933 -3.652 -2.188 -0.9217
C -2.526 -3.530 -2.215 1.2646
C -1.748 -4.232 -3.158 -1.1072
C -0.390 -4.138 -3.106 -1.0293
C 0.243 -3.279 -2.184 -0.3297
C -0.435 -2.493 -1.262 0.6598
C -1.862 -2.701 -1.258 0.0543
H -3.556 -3.645 5.899 0.3696
H -1.335 -4.145 4.939 0.4191
H -0.622 -3.046 2.836 0.3569
H -4.368 -0.988 2.653 0.2827
H -5.072 -2.075 4.732 0.3931
H -3.124 0.241 -1.077 0.2306
H -4.178 2.474 -1.223 0.4336
H -4.413 3.865 0.809 0.3852
H -3.612 3.004 2.982 0.4042
H -2.552 0.781 3.118 0.7078
H -4.634 -1.842 0.567 0.2360
H -5.755 -3.149 -1.201 0.4365
H -4.420 -4.257 -2.946 0.3771
H -2.238 -4.855 -3.898 0.3532
H 0.218 -4.701 -3.806 0.3707
H 1.331 -3.240 -2.239 0.0588
Cl -0.042 3.904 2.020 -0.1868
C 0.326 2.247 2.498 0.7850
Cl 1.642 2.208 3.676 -0.1449
C 0.666 1.348 1.280 0.0098
O 0.754 0.121 1.510 -0.5082
O 0.801 1.876 0.162 -0.5289
H -0.541 1.844 3.001 -0.0156
```

Results
calculated total energy: -4334.96804 a.u.
2S+1: 3
ΔE to the lowest compared entry with this formula, charge and spin: 0.000 eV
total charge: -1
HOMO-LUMO gap (alpha / beta): 7.03 / 7.04 eV

***

No. 3
Here is C42H37BCl2N4O5PdTe as an isolated structure from the Open Molecules 2025 dataset. Energies are from the ωB97M-V functional and the def2-TZVPD basis.

XYZ file:
```
93
Properties=species:S:1:pos:R:3:mulliken_charge:R:1
Pd -0.362 2.080 -0.448 -0.0554
O -4.104 0.881 1.054 -0.6015
C -3.191 1.502 0.579 -0.2844
N -2.371 1.128 -0.470 -0.1262
C -2.142 0.015 -1.053 0.2110
O -2.394 -1.201 -0.589 -0.7477
C -1.437 0.105 -2.388 0.7010
C -1.433 -0.969 -3.258 -0.3949
C -0.875 -0.799 -4.522 -0.7108
C -0.360 0.435 -4.857 -0.7646
C -0.391 1.452 -3.903 -0.1537
N -0.898 1.285 -2.694 0.0013
C -2.849 2.918 1.052 0.6573
C -3.644 3.505 2.015 -0.5272
C -3.290 4.754 2.511 -0.5107
C -2.165 5.378 2.009 -0.6088
C -1.435 4.740 1.013 -0.2748
N -1.758 3.536 0.554 -0.1134
H -1.891 -1.903 -2.958 0.8825
H -0.863 -1.611 -5.238 0.5013
H 0.054 0.625 -5.838 0.4503
H 0.012 2.432 -4.123 0.3832
H -4.523 2.973 2.351 0.5438
H -3.880 5.228 3.283 0.4371
H -1.842 6.341 2.378 0.4581
H -0.571 5.212 0.561 0.4793
O 1.760 2.917 -2.096 -0.4675
B 2.016 2.601 -0.747 1.7690
O 2.211 3.755 0.010 -0.5884
C 2.094 4.793 -0.883 0.4706
C 2.235 6.139 -0.646 -0.8729
C 2.064 6.988 -1.741 -0.5176
C 1.748 6.491 -2.999 -0.6784
C 1.606 5.120 -3.224 -1.0538
C 1.802 4.296 -2.143 0.8449
H 2.471 6.518 0.340 0.5046
H 2.186 8.055 -1.609 0.4133
H 1.610 7.177 -3.824 0.4116
H 1.356 4.728 -4.201 0.4656
C 1.634 -2.173 5.707 -1.5681
C 1.055 -2.186 4.319 0.5241
C 1.710 -2.829 3.275 -1.0640
C 1.195 -2.836 1.988 0.7743
C 1.908 -3.595 0.895 -2.0970
C -0.016 -2.171 1.757 1.4371
Te -0.586 -2.269 -0.269 0.1655
N 0.521 -0.122 -0.367 0.4176
C 1.679 0.173 -0.752 0.4470
O 2.270 1.355 -0.244 -0.8053
C 2.637 -0.593 -1.603 0.3914
C 2.186 -1.650 -2.391 0.6948
C 3.075 -2.401 -3.142 -1.1487
C 4.430 -2.093 -3.126 -0.5565
C 4.884 -1.025 -2.367 -0.9255
C 3.993 -0.276 -1.612 -0.4630
C -1.834 -3.963 0.078 0.8254
C -2.661 -4.043 1.199 -0.3787
C -3.554 -5.092 1.334 -0.9177
C -3.615 -6.066 0.348 -0.7608
C -2.779 -5.999 -0.756 -0.9081
C -1.881 -4.950 -0.921 0.6017
C -0.978 -4.927 -2.135 -1.2395
C -0.724 -1.545 2.782 1.1715
C -2.078 -0.908 2.628 -2.0471
C -0.157 -1.566 4.053 -1.1112
H 2.518 -2.804 5.775 0.3669
H 0.902 -2.523 6.435 0.3694
H 1.919 -1.159 5.995 0.3105
H 2.643 -3.346 3.468 0.3892
H 2.862 -3.981 1.248 0.5225
H 2.111 -2.965 0.023 0.4697
H 1.308 -4.453 0.570 0.3151
H 1.127 -1.856 -2.456 0.2745
H 2.712 -3.218 -3.752 0.4601
H 5.127 -2.680 -3.711 0.4305
H 5.936 -0.774 -2.362 0.4411
H 4.346 0.550 -1.012 0.5840
H -2.611 -3.288 1.970 0.2048
H -4.212 -5.138 2.192 0.4780
H -4.320 -6.883 0.437 0.3970
H -2.829 -6.771 -1.514 0.4285
H -1.281 -5.687 -2.852 0.4601
H 0.060 -5.126 -1.856 0.2757
H -1.003 -3.961 -2.643 0.1535
H -2.454 -0.934 1.612 0.1064
H -2.054 0.132 2.950 0.5308
H -2.807 -1.418 3.262 0.5235
H -0.697 -1.087 4.865 0.5381
Cl 1.191 4.162 3.291 -0.1135
C 0.302 2.676 3.616 -0.7135
Cl 0.227 1.594 2.204 0.0610
H -0.711 2.933 3.904 0.3193
H 0.817 2.137 4.402 0.4246
```

Results
calculated total energy: -3558.89496 a.u.
2S+1: 2
ΔE to the lowest compared entry with this formula, charge and spin: 0.000 eV
total charge: +1
HOMO-LUMO gap (alpha / beta): 6.43 / 6.37 eV

***

No. 4
Here is C42H37BrClIN6O2Ti as an isolated structure from the Open Molecules 2025 dataset. Energies are from the ωB97M-V functional and the def2-TZVPD basis.

XYZ file:
```
91
Properties=species:S:1:pos:R:3:mulliken_charge:R:1
Ti 0.082 0.341 0.015 -0.8755
Cl 3.490 -5.626 0.659 -0.2467
C 2.317 -4.396 0.322 0.5647
C 1.103 -4.736 -0.196 -0.4647
C 0.119 -3.755 -0.457 -0.1079
I -1.691 -4.337 -1.274 0.0458
C 0.344 -2.426 -0.180 0.5542
O -0.563 -1.471 -0.326 -0.3780
C 1.651 -2.071 0.299 0.4105
N 1.906 -0.734 0.445 0.8063
C 3.075 -0.336 0.901 -0.5715
C 4.095 -1.238 1.241 -0.9358
C 3.878 -2.578 1.067 -1.0713
C 2.637 -3.035 0.574 -0.1184
H 0.881 -5.775 -0.400 0.4395
H 3.215 0.735 0.994 0.5098
H 5.032 -0.864 1.627 0.6804
H 4.651 -3.299 1.298 0.4542
C -5.975 3.876 -1.741 -1.5944
C -4.522 4.287 -2.025 2.0592
C -4.367 4.550 -3.523 -2.1135
C -4.187 5.574 -1.256 -1.5737
C -3.592 3.187 -1.539 0.2739
C -3.618 2.779 -0.204 -1.0731
C -2.732 1.821 0.242 -0.8957
N -1.839 1.236 -0.557 0.1788
C -1.823 1.588 -1.850 0.0530
C -2.671 2.553 -2.368 -0.4063
C -0.828 0.899 -2.721 0.1600
C -1.105 0.635 -4.053 -0.4416
C -0.161 -0.006 -4.848 0.3010
C 1.055 -0.329 -4.242 -1.1724
C 1.257 -0.041 -2.909 -0.7905
N 0.335 0.554 -2.151 0.0143
C -0.418 -0.375 -6.301 2.0939
C -1.765 0.147 -6.797 -2.1100
C -0.404 -1.908 -6.410 -1.5938
C 0.697 0.218 -7.176 -1.6203
H -6.653 4.633 -2.137 0.4566
H -6.170 3.784 -0.673 0.3454
H -6.216 2.923 -2.215 0.3707
H -5.071 5.326 -3.824 0.4368
H -4.585 3.661 -4.118 0.4317
H -3.365 4.903 -3.774 0.4145
H -4.799 6.396 -1.630 0.4453
H -3.138 5.847 -1.382 0.3676
H -4.385 5.469 -0.189 0.3512
H -4.314 3.214 0.499 0.4449
H -2.723 1.504 1.278 0.5177
H -2.586 2.824 -3.410 0.9238
H -2.073 0.904 -4.450 0.9021
H 1.842 -0.820 -4.796 0.4366
H 2.186 -0.296 -2.415 0.5163
H -2.602 -0.307 -6.262 0.4134
H -1.880 -0.102 -7.852 0.4381
H -1.841 1.233 -6.706 0.4422
H -1.134 -2.358 -5.733 0.3766
H 0.578 -2.319 -6.172 0.3496
H -0.655 -2.207 -7.428 0.4465
H 0.770 1.299 -7.047 0.3677
H 0.481 0.017 -8.226 0.4615
H 1.670 -0.219 -6.951 0.3493
Br 6.010 -0.976 4.475 -0.1412
C 4.682 0.229 5.074 0.0373
C 3.929 -0.082 6.196 -0.6887
C 2.977 0.825 6.634 -0.1668
C 2.741 2.001 5.928 0.1690
C 3.519 2.313 4.819 -0.1790
C 4.498 1.428 4.400 -0.4439
N 1.713 2.831 6.522 -0.2938
N 0.819 3.347 5.846 -0.6276
C 0.755 3.056 4.431 0.0495
C 1.024 4.028 3.508 -0.7637
C 0.997 3.743 2.126 -0.4787
C 0.684 2.484 1.669 0.8806
O 0.745 2.121 0.385 -0.6794
C 0.250 1.514 2.633 0.5913
N -0.226 0.324 2.150 0.6040
C -0.643 -0.600 2.985 -0.5417
C -0.618 -0.420 4.379 -1.2602
C -0.152 0.761 4.887 -0.5290
C 0.286 1.782 4.011 0.3814
H 4.094 -1.007 6.729 0.4450
H 2.390 0.622 7.521 0.4756
H 3.402 3.251 4.292 0.5178
H 5.119 1.672 3.549 0.5235
H 1.308 5.017 3.844 0.4592
H 1.272 4.507 1.410 0.5365
H -1.020 -1.516 2.543 0.6198
H -0.973 -1.212 5.022 0.4503
H -0.133 0.931 5.955 0.6023
```

Results
calculated total energy: -6283.07545 a.u.
2S+1: 2
ΔE to the lowest compared entry with this formula, charge and spin: 0.000 eV
total charge: +1
HOMO-LUMO gap (alpha / beta): 7.30 / 7.34 eV

***

No. 5
Here is C42H37BrIrN4O4S3 as an isolated structure from the Open Molecules 2025 dataset. Energies are from the ωB97M-V functional and the def2-TZVPD basis.

XYZ file:
```
92
Properties=species:S:1:pos:R:3:mulliken_charge:R:1
Ir -1.422 0.536 1.699 1.6888
C 6.073 3.974 3.024 -1.4765
C 4.953 3.104 2.569 1.0946
C 3.679 3.623 2.350 -1.0902
C 2.637 2.810 1.944 -0.4956
C 2.881 1.464 1.723 -0.7744
C 4.134 0.916 1.965 0.1716
C 5.163 1.738 2.375 -0.9937
S 1.550 0.410 1.120 1.8622
O 2.063 -0.963 1.443 -0.7959
C 1.906 0.355 -0.672 1.0174
C 3.106 0.904 -1.143 -0.9349
C 3.581 0.570 -2.380 -1.4595
C 2.914 -0.390 -3.168 1.0441
C 3.469 -0.889 -4.364 -0.9363
C 2.817 -1.849 -5.091 -0.7508
C 1.578 -2.340 -4.658 -0.8589
C 1.010 -1.872 -3.504 -0.9529
C 1.658 -0.885 -2.728 0.8283
C 1.120 -0.441 -1.482 -1.1355
C -0.284 -0.862 -1.233 0.3717
C -1.288 -0.379 -2.147 0.8850
C -1.018 0.636 -3.088 -0.5101
C -1.986 1.058 -3.961 -0.9011
C -3.276 0.512 -3.927 -0.9135
C -3.579 -0.466 -3.021 -1.1550
C -2.596 -0.940 -2.125 0.9155
C -2.883 -1.998 -1.239 -1.2309
C -1.931 -2.442 -0.366 -1.3987
C -0.654 -1.851 -0.353 1.2115
S 0.348 -2.371 1.091 1.2982
O -0.459 -1.765 2.154 -0.8334
C 0.113 -4.157 1.032 -0.2210
C -0.528 -4.915 2.000 0.0325
C -0.607 -6.285 1.823 -0.7547
C -0.003 -6.910 0.730 0.9839
C -0.047 -8.389 0.581 -1.4797
C 0.684 -6.123 -0.195 -0.9203
C 0.766 -4.756 -0.040 -0.6763
H 5.736 4.986 3.226 0.3630
H 6.852 4.015 2.264 0.3311
H 6.521 3.565 3.928 0.3782
H 3.502 4.677 2.505 0.3302
H 1.652 3.218 1.780 0.4211
H 4.289 -0.139 1.822 0.5431
H 6.147 1.327 2.542 0.4430
H 3.648 1.606 -0.527 0.5896
H 4.500 1.009 -2.737 0.4832
H 4.431 -0.521 -4.685 0.4938
H 3.248 -2.243 -5.997 0.4384
H 1.070 -3.109 -5.220 0.4899
H 0.075 -2.291 -3.165 0.3822
H -0.030 1.066 -3.131 0.5791
H -1.745 1.813 -4.694 0.6330
H -4.017 0.850 -4.634 0.4937
H -4.568 -0.897 -2.981 0.5269
H -3.863 -2.450 -1.244 0.4974
H -2.157 -3.236 0.328 0.5860
H -0.995 -4.438 2.848 0.5163
H -1.139 -6.887 2.545 0.4154
H -1.033 -8.778 0.822 0.3878
H 0.664 -8.852 1.265 0.3007
H 0.217 -8.693 -0.427 0.3743
H 1.171 -6.600 -1.029 0.3763
H 1.312 -4.155 -0.751 0.4869
C -3.202 2.222 5.504 -1.6837
C -2.688 2.051 4.113 0.5134
N -1.609 1.417 3.772 0.0249
O -0.800 0.791 4.666 -0.2968
C -3.453 2.618 3.023 0.6010
C -4.634 3.516 3.203 -1.5613
N -3.076 2.290 1.825 0.6911
O -3.689 2.638 0.774 -0.8102
H -2.560 1.781 6.263 0.4336
H -4.191 1.769 5.580 0.3893
H -3.297 3.282 5.738 0.3731
H -1.229 0.682 5.539 0.3356
H -4.768 3.843 4.226 0.4201
H -5.528 2.989 2.869 0.3498
H -4.515 4.387 2.557 0.3976
Br -3.474 -0.811 1.879 -0.2536
S -0.354 2.275 0.083 -0.2522
C -1.015 3.126 -1.231 0.2838
N -2.354 3.252 -1.397 0.5277
C -2.843 3.869 -2.478 -0.0216
C -1.986 4.397 -3.416 -0.9184
C -0.614 4.291 -3.141 -0.0954
N -0.154 3.659 -2.091 -0.5266
H -2.971 2.927 -0.592 0.0367
H -3.917 3.920 -2.565 0.4879
H -2.350 4.892 -4.300 0.4665
H 0.141 4.718 -3.788 0.4722
```

Results
calculated total energy: -6014.76926 a.u.
2S+1: 2
ΔE to the lowest compared entry with this formula, charge and spin: 5.519 eV
total charge: +2
HOMO-LUMO gap (alpha / beta): 3.62 / 4.20 eV

***

Results for max |F|: 0.0120, 0.0243, 0.0334, 0.0160, 0.1003 (in hartree/bohr, following the order of the records).